One molecule with the formula C6H9NO. Source: OMol25; level of theory: wB97M-V/def2-TZVPD.

```
17
Properties=species:S:1:pos:R:3
O 1.30 -1.53 -0.02
C 2.13 -0.62 0.04
C 1.83 0.84 -0.06
C 0.61 1.38 0.06
C -0.81 0.91 -0.02
C -1.24 -0.09 1.04
C -2.17 -0.66 -0.01
N -1.38 0.00 -1.12
H 3.18 -0.95 0.12
H 2.70 1.42 -0.31
H 0.61 2.44 0.13
H -1.41 1.84 -0.05
H -1.57 0.32 1.98
H -0.40 -0.77 1.19
H -2.24 -1.78 -0.06
H -3.18 -0.32 0.07
H -0.62 -0.61 -1.37
```

For the HOMO-LUMO gap, the calculation gives 8.813 eV. The calculation puts the relative energy (zero: lowest compared OMol25 entry of this formula, charge and spin) at 268.5 kJ/mol. As for the SMILES: O=C/C=C\[C@@H]1CCN1. The charge is 0. The calculation puts the strongest force on any atom at 0.042 Eh/bohr. The calculation puts the HOMO energy at -9.1 eV.

---

An isolated ion of composition C3H10N3S and charge +1. Source: OMol25; level of theory: wB97M-V/def2-TZVPD.

```
17
Properties=species:S:1:pos:R:3
C 0.99 -0.76 0.18
C -0.72 0.79 0.96
C -2.16 -1.05 -0.63
N 0.18 -0.14 1.25
N 1.91 0.21 -0.33
N 1.22 1.40 -0.72
S -2.04 0.69 -0.10
H 1.53 -1.62 0.58
H 0.34 -1.08 -0.63
H -0.76 1.68 1.56
H -3.23 -1.23 -0.74
H -1.75 -1.71 0.12
H -1.69 -1.20 -1.60
H 0.74 0.05 2.08
H 2.67 0.42 0.31
H 0.98 1.33 -1.71
H 1.80 2.21 -0.58
```

For the HOMO-LUMO gap (alpha / beta), the calculation gives 7.043 / 5.605 eV. The calculation puts the relative energy (zero: lowest compared OMol25 entry of this formula, charge and spin) at 141.3 kJ/mol. The charge is +1. The calculation puts the strongest force on any atom at 0.079 Eh/bohr. As for the multiplicity: 3. The calculation puts the HOMO energy (alpha / beta) at -10.1 / -13.2 eV.

---

C25H32ClN5O2S2Si2V as an isolated structure. Source: OMol25; level of theory: wB97M-V/def2-TZVPD.

```
70
Properties=species:S:1:pos:R:3
V 0.15 0.84 -0.02
N 3.61 0.63 0.42
C 3.06 -0.02 -0.63
N 1.77 -0.05 -0.90
C 1.52 -0.87 -2.02
C 2.60 -1.46 -2.55
S 4.02 -0.98 -1.69
C 0.14 -0.91 -2.48
C -0.35 -1.45 -3.60
S -2.02 -1.09 -3.74
C -1.96 -0.21 -2.25
N -0.79 -0.25 -1.67
N -3.03 0.46 -1.78
H 3.06 1.36 0.85
H 4.61 0.69 0.49
H 2.66 -2.13 -3.39
H 0.17 -2.03 -4.36
H -3.86 0.50 -2.34
H -2.84 1.26 -1.20
C -3.36 -1.67 0.48
Si -2.22 -0.68 1.56
C -2.41 1.21 1.41
C -2.68 -1.04 3.32
C -0.42 -1.00 1.13
C 0.35 -0.42 2.27
C 0.64 -0.92 3.54
C 1.27 -0.11 4.46
C 1.61 1.20 4.12
C 1.34 1.64 2.85
N 0.74 0.83 1.95
Si 0.01 -2.81 0.85
C 1.85 -3.04 1.04
C -0.82 -3.93 2.10
C -0.50 -3.52 -0.79
H -4.34 -1.19 0.38
H -3.52 -2.64 0.95
H -2.96 -1.83 -0.52
H -3.41 1.52 1.07
H -1.69 1.70 0.74
H -2.24 1.66 2.39
H -3.74 -0.81 3.47
H -2.10 -0.44 4.03
H -2.53 -2.10 3.58
H 0.34 -1.93 3.80
H 1.49 -0.48 5.45
H 2.09 1.87 4.83
H 1.58 2.63 2.52
H 2.18 -2.83 2.07
H 2.43 -2.39 0.37
H 2.13 -4.08 0.81
H -0.49 -3.78 3.13
H -0.59 -4.97 1.84
H -1.91 -3.83 2.09
H 0.05 -3.11 -1.64
H -1.57 -3.40 -0.99
H -0.29 -4.59 -0.76
Cl 1.86 6.08 -5.03
C 1.16 4.94 -3.93
C -0.04 4.29 -4.27
C -0.63 3.38 -3.43
C -0.04 3.06 -2.19
O -0.61 2.23 -1.38
C 1.18 3.71 -1.86
C 1.80 3.44 -0.63
O 1.48 2.54 0.17
C 1.76 4.66 -2.74
H -0.50 4.52 -5.23
H -1.56 2.90 -3.70
H 2.65 4.08 -0.35
H 2.68 5.17 -2.46
```

For the HOMO-LUMO gap (alpha / beta), the calculation gives 7.701 / 7.737 eV. The calculation puts the relative energy (zero: lowest compared OMol25 entry of this formula, charge and spin) at 0.0 kJ/mol. The charge is +1. The calculation puts the strongest force on any atom at 0.024 Eh/bohr. As for the multiplicity: 3. The calculation puts the HOMO energy (alpha / beta) at -10.7 / -10.8 eV.

---

An isolated ion of composition C3H6N3O and charge +1. Source: OMol25; level of theory: wB97M-V/def2-TZVPD.

```
13
Properties=species:S:1:pos:R:3
H 2.46 2.13 0.31
N 1.80 1.48 -0.29
N 1.88 0.31 -0.18
O 2.07 -0.56 0.79
C 1.22 -0.93 -0.37
C -0.16 -0.95 -0.10
N -0.78 0.13 0.20
C -2.11 0.42 0.21
H 1.64 -1.62 -1.08
H -0.52 -1.97 -0.23
H -2.19 1.51 -0.18
H -2.85 -0.34 -0.33
H -2.45 0.36 1.24
```

For the HOMO-LUMO gap, the calculation gives 8.423 eV. The calculation puts the relative energy (zero: lowest compared OMol25 entry of this formula, charge and spin) at 623.7 kJ/mol. As for the SMILES: [H]/N=[N+]1\O[C@H]1/C=N/C. The charge is +1. The calculation puts the strongest force on any atom at 0.085 Eh/bohr. The calculation puts the HOMO energy at -14.4 eV.